Entry 1:
Molecular formula: C13H33ClCrIN3P3
Method: DFT, ωB97M-V/def2-TZVPD

Output
Highest occupied orbital energy (alpha / beta) = -0.5325 / -0.5334 hartree
Orbital gap (alpha / beta) = 5.32 / 3.85 eV
Net charge = +2
Multiplicity = 4

Each line ends with the Löwdin spin population.
CARTESIAN COORDINATES (ANGSTROEM)
C (-1.9654, -0.0211, -0.3686)  -0.166
I (2.5404, -0.2033, 1.2750)  0.809
H (-1.8837, 0.0087, -1.4608)  -0.011
H (-2.5149, 0.8699, -0.0381)  -0.002
H (-2.5298, -0.9185, -0.0857)  0.000
Cr (0.0281, -0.1329, 0.2616)  2.311
P (0.1914, 2.3590, -0.0960)  -0.021
C (-0.1242, 3.5194, 1.2939)  -0.001
C (1.8181, 2.9720, -0.6669)  -0.005
H (1.7006, 4.0275, -0.9510)  -0.001
H (-0.6370, 4.1710, -1.4584)  -0.001
H (2.1561, 2.3901, -1.5311)  0.000
H (-0.7118, 2.6126, -2.3418)  0.000
H (0.5656, 3.3098, 2.1194)  0.000
H (2.5518, 2.8732, 0.1403)  0.000
C (-0.8849, 3.1038, -1.3787)  -0.001
H (0.0517, 4.5382, 0.9206)  -0.001
H (-1.9383, 2.9914, -1.1006)  0.000
H (-1.1612, 3.4419, 1.6414)  0.000
P (0.1541, -2.5353, -0.1152)  -0.018
C (-0.1830, -3.6203, 1.3148)  -0.001
C (-0.9958, -3.1734, -1.3849)  0.001
H (2.1227, -2.5618, -1.5424)  0.000
H (1.6692, -4.2068, -0.9850)  -0.002
H (2.5073, -3.0586, 0.1226)  0.006
C (1.7768, -3.1543, -0.6886)  0.005
H (-0.8280, -2.6482, -2.3322)  0.001
H (-0.8192, -4.2483, -1.5237)  -0.001
H (-0.0172, -4.6612, 1.0002)  -0.001
H (-1.2191, -3.4933, 1.6526)  0.000
H (-2.0313, -3.0065, -1.0661)  0.000
H (0.5039, -3.3636, 2.1292)  0.000
Cl (0.7818, -0.1055, -1.9487)  0.050
C (-0.8006, -0.1712, 5.6119)  0.000
N (-0.3572, 1.0453, 4.8894)  0.000
C (-1.4758, 1.9781, 4.6461)  0.002
N (-2.6351, 1.3066, 4.0161)  0.002
C (-3.0204, 0.0939, 4.7872)  0.000
N (-1.9019, -0.8673, 4.8949)  0.001
C (-1.4914, -1.4389, 3.6165)  0.003
P (-0.8714, -0.0991, 2.4600)  -0.010
C (0.3271, 0.7024, 3.6427)  0.025
C (-2.3801, 0.9837, 2.6170)  0.004
H (-1.1985, 0.1201, 6.6042)  0.000
H (0.0500, -0.8600, 5.7114)  0.000
H (-1.1203, 2.7734, 3.9699)  0.000
H (-1.7903, 2.3987, 5.6153)  0.000
H (-3.8591, -0.3993, 4.2794)  0.000
H (-3.2884, 0.3867, 5.8227)  0.000
H (-0.6949, -2.1825, 3.7715)  0.000
H (-2.3486, -1.9498, 3.1496)  0.000
H (0.7679, 1.6028, 3.1922)  0.006
H (1.1420, -0.0092, 3.8554)  0.019
H (-3.2474, 0.4488, 2.1968)  0.000
H (-2.2399, 1.9032, 2.0310)  0.000

Entry 2:
Molecular formula: C13H33ClIN2O2P2Y
Method: DFT, ωB97M-V/def2-TZVPD

Output
Highest occupied orbital energy (alpha / beta) = -0.5169 / -0.5170 hartree
Energy above the lowest of the compared OMol25 structures with the same formula, charge and spin = 71.90 kcal/mol
Orbital gap (alpha / beta) = 6.70 / 5.18 eV
Net charge = +2

Each line ends with the Mulliken charge.
CARTESIAN COORDINATES (ANGSTROEM)
C (0.0074, 1.1439, -2.9895)  -0.954
C (0.0078, 1.6966, -1.6666)  1.055
H (0.0137, 2.0539, -3.5750)  0.417
H (-0.8891, 0.5328, -3.1692)  0.241
H (0.8966, 0.5218, -3.1674)  0.240
O (0.0120, 2.7076, -1.0052)  -0.495
I (-0.1096, -2.7127, 2.0502)  0.213
Y (0.0015, -0.0644, 0.0117)  -0.690
P (2.6180, -0.1580, 0.0045)  1.347
C (3.1626, 0.8953, 1.3277)  -1.350
C (3.0409, -1.8495, 0.3544)  -1.169
H (4.0721, -1.9093, 0.0069)  0.452
H (4.3263, 0.2604, -1.3914)  0.501
H (2.3967, -2.5588, -0.1758)  0.305
H (2.8875, -0.2886, -2.3494)  0.294
H (2.7629, 0.5924, 2.2981)  0.277
H (2.9570, -2.0457, 1.4265)  0.303
C (3.2574, 0.3697, -1.5633)  -1.273
H (4.2444, 0.7685, 1.2951)  0.467
H (2.9628, 1.4019, -1.7548)  0.378
H (2.8789, 1.9355, 1.1412)  0.375
P (-2.6228, -0.1341, 0.0092)  1.626
C (-3.1643, 0.9245, 1.3224)  -1.358
C (-3.2529, 0.4024, -1.5596)  -1.353
H (-2.4281, -2.5320, -0.1693)  0.337
H (-4.0962, -1.8627, 0.0170)  0.463
H (-2.9716, -1.9984, 1.4396)  0.415
C (-3.0644, -1.8172, 0.3631)  -1.346
H (-2.8897, -0.2595, -2.3464)  0.310
H (-4.3241, 0.3033, -1.3907)  0.512
H (-4.2463, 0.8168, 1.2948)  0.577
H (-2.8745, 1.9614, 1.1364)  0.302
H (-2.9506, 1.4324, -1.7538)  0.393
H (-2.7647, 0.6084, 2.2883)  0.287
Cl (-0.0134, -1.9030, -1.7918)  -0.394
C (-0.8822, 2.3576, 2.8452)  -1.139
N (-0.6210, 1.3379, 3.8425)  0.199
C (-0.5757, 1.7432, 5.2064)  -1.141
C (0.1178, 0.2789, 3.4686)  0.070
O (0.1893, 0.2089, 2.2173)  -0.184
N (0.7486, -0.6103, 4.3346)  0.434
C (0.2098, -0.9686, 5.6162)  -1.253
C (2.1025, -1.2706, 4.1418)  -0.722
H (-1.9084, 2.6675, 3.0125)  0.551
H (-0.7633, 2.0765, 1.7741)  0.212
H (-0.1964, 3.1922, 3.0173)  0.442
H (-1.3072, 1.1568, 5.7484)  0.325
H (0.4394, 1.6346, 5.5868)  0.294
H (-0.8648, 2.7756, 5.1600)  0.539
H (0.3536, -2.0470, 5.8203)  0.354
H (0.7589, -0.4117, 6.3906)  0.395
H (-0.8597, -0.7610, 5.6643)  0.327
H (2.7932, -0.8344, 4.8903)  0.425
H (2.5511, -1.1574, 3.1481)  -0.197
H (2.0415, -2.3518, 4.3761)  0.365

Entry 3:
Molecular formula: C13H33O9V
Method: DFT, ωB97M-V/def2-TZVPD

Output
Highest occupied orbital energy (alpha / beta) = -0.4423 / -0.4423 hartree
Orbital gap (alpha / beta) = 7.81 / 3.84 eV
Net charge = +1
Multiplicity = 2

Each line ends with the Löwdin spin population.
CARTESIAN COORDINATES (ANGSTROEM)
O (-1.9993, 0.9026, 1.1039)  0.015
V (-0.7416, -0.0138, 1.1731)  -0.010
O (0.1378, 0.4922, -0.1431)  0.000
O (-2.2742, -0.8664, 5.2404)  0.035
C (-1.5336, -1.3930, 4.3398)  0.009
O (-0.5959, -2.0735, 4.8083)  0.493
O (-1.6651, -1.2987, 3.0580)  0.456
H (-1.6600, -1.2969, 5.8396)  0.004
C (2.9077, -2.0466, 0.8247)  0.000
C (1.4490, -2.2962, 0.8028)  0.000
C (0.9023, -3.7411, 1.1814)  0.000
O (0.9390, -1.3682, 1.7019)  0.000
H (3.1327, -0.9986, 0.6272)  0.000
H (3.5240, -2.5699, 0.0936)  0.000
H (3.3784, -2.2210, 1.7923)  0.000
H (1.0979, -2.0572, -0.2010)  0.000
H (1.6359, -4.5283, 1.0074)  0.000
H (0.0215, -3.9564, 0.5765)  0.000
H (0.6372, -3.7628, 2.2384)  0.000
H (1.3513, -1.6039, 2.5362)  -0.001
C (-0.4683, 2.7499, -2.9726)  0.000
C (0.8083, 2.3236, -3.6491)  0.000
C (0.6446, 0.8559, -4.0126)  0.000
O (0.9066, 3.1589, -4.7768)  0.000
H (-0.5972, 2.1233, -2.0902)  0.000
H (-1.3992, 2.5651, -3.5087)  0.000
H (-0.5463, 3.8043, -2.7072)  0.000
H (1.6260, 2.5390, -2.9613)  0.000
H (-0.1903, 0.6421, -4.6800)  0.000
H (0.4952, 0.2737, -3.1033)  0.000
H (1.5245, 0.4042, -4.4707)  0.000
H (1.7816, 3.0052, -5.1404)  0.000
C (2.1829, 3.0088, 1.5581)  0.000
C (0.9775, 2.7782, 2.4578)  0.000
C (-0.1890, 3.4506, 1.9669)  0.000
O (0.7166, 1.4040, 2.4486)  0.000
H (1.9572, 2.7063, 0.5356)  0.000
H (3.0725, 2.4480, 1.8450)  0.000
H (2.3921, 4.0764, 1.6252)  0.000
H (1.1792, 3.0614, 3.4908)  0.000
H (-0.1096, 4.5372, 1.9347)  0.000
H (-1.1004, 3.1781, 2.4991)  0.000
H (-0.4115, 3.1359, 0.9473)  0.000
H (1.5182, 0.9998, 2.7888)  0.000
C (-2.6048, -0.6014, -1.9772)  0.000
C (-2.5674, -1.8970, -1.1960)  0.000
C (-1.8790, -3.0445, -1.9333)  0.000
O (-1.8362, -1.6109, -0.0225)  0.000
H (-3.1817, 0.1727, -1.4712)  0.000
H (-3.0763, -0.7084, -2.9541)  0.000
H (-1.6374, -0.1578, -2.2127)  0.000
H (-3.5552, -2.2757, -0.9332)  0.000
H (-1.7954, -3.9746, -1.3712)  0.000
H (-0.8787, -2.7038, -2.2007)  0.000
H (-2.3432, -3.3568, -2.8688)  0.000
H (-2.0610, -2.3742, 0.5145)  0.000

Entry 4:
Molecular formula: C13H34Cl2MoN3OP2
Method: DFT, ωB97M-V/def2-TZVPD

Output
Highest occupied orbital energy (alpha / beta) = -0.6752 / -0.6737 hartree
Orbital gap (alpha / beta) = 5.42 / 5.29 eV
Net charge = +3
Multiplicity = 3

Each line ends with the Löwdin spin population.
CARTESIAN COORDINATES (ANGSTROEM)
C (2.6908, 1.7404, -0.4425)  -0.014
C (1.8537, 0.6296, 0.0046)  -0.012
H (3.7238, 1.4143, -0.5965)  -0.003
H (2.6776, 2.5569, 0.2990)  0.002
H (2.3029, 2.1298, -1.3906)  0.000
O (2.2654, -0.4369, 0.5132)  -0.028
Cl (0.0586, 2.2683, -0.1068)  0.265
Mo (-0.6499, -0.2867, 0.0623)  1.682
P (0.0239, 0.2776, 2.4166)  -0.032
C (0.7927, -1.0929, 3.3342)  -0.007
C (1.0578, 1.6989, 2.9137)  -0.005
H (0.9650, 1.8264, 3.9998)  -0.002
H (-1.3025, 0.8833, 4.3283)  -0.001
H (0.7086, 2.6051, 2.4112)  0.000
H (-2.0569, 1.4280, 2.7893)  0.000
H (1.7594, -1.3285, 2.8743)  0.000
H (2.1090, 1.5286, 2.6567)  0.000
C (-1.5370, 0.6059, 3.2927)  0.000
H (0.9395, -0.7748, 4.3747)  -0.002
H (-2.1727, -0.2861, 3.2681)  0.000
H (0.1468, -1.9767, 3.3016)  0.000
P (-0.3988, -0.2041, -2.3694)  -0.010
C (0.0160, -1.7811, -3.1826)  -0.004
C (-2.0630, 0.1873, -3.0217)  0.012
H (0.4356, 2.0073, -2.9220)  0.000
H (0.4401, 0.9142, -4.3402)  -0.001
H (1.7116, 0.7652, -3.0961)  0.000
C (0.6528, 0.9900, -3.2643)  -0.004
H (-2.4080, 1.1291, -2.5804)  0.000
H (-2.0046, 0.2854, -4.1140)  0.001
H (-0.2496, -1.7229, -4.2471)  -0.002
H (-0.5346, -2.6040, -2.7114)  0.000
H (-2.7631, -0.6102, -2.7486)  0.000
H (1.0939, -1.9578, -3.0878)  0.000
Cl (-3.0067, -0.2949, 0.2807)  0.061
C (-2.4189, -3.7089, 1.9956)  0.002
N (-1.5398, -4.4103, 1.0598)  0.004
C (-2.2991, -5.2419, 0.1009)  0.000
C (-0.5285, -3.6283, 0.4861)  0.007
N (-0.6733, -2.3157, 0.3585)  0.055
N (0.5841, -4.2787, 0.0702)  0.022
C (0.7377, -5.7036, 0.2918)  0.003
C (1.7024, -3.5419, -0.4980)  0.002
H (-3.1025, -4.4468, 2.4185)  0.000
H (-2.9955, -2.8990, 1.5188)  0.001
H (-1.8157, -3.2844, 2.8029)  0.000
H (-1.6241, -5.6878, -0.6519)  0.000
H (-2.7900, -6.0534, 0.6664)  0.000
H (-3.0870, -4.6556, -0.4298)  0.000
H (-1.6711, -2.0342, 0.5103)  0.007
H (0.4380, -6.2757, -0.5981)  0.001
H (1.7951, -5.9062, 0.4998)  0.000
H (0.1256, -5.9997, 1.1445)  0.000
H (1.4463, -3.1098, -1.4748)  0.001
H (2.0488, -2.7258, 0.1529)  0.000
H (2.5179, -4.2526, -0.6393)  0.000